The following is a DFT calculation (the ωB97M-V functional and the def2-TZVPD basis) of C2H6O2Y as an isolated structure at a distorted geometry.

Structure (XYZ):
```
11
Properties=species:S:1:pos:R:3:lowdin_charge:R:1
O -3.218 -0.460 -1.443 -0.68
O -0.971 0.097 0.337 -0.28
H -1.359 -0.905 0.333 0.21
Y -2.289 1.277 -1.076 1.56
C 0.386 0.278 0.761 -0.28
C 1.414 -0.259 -0.207 -0.07
H 0.458 -0.238 1.729 0.13
H 0.501 1.362 0.900 0.12
H 1.293 -1.341 -0.354 0.10
H 1.360 0.264 -1.171 0.08
H 2.423 -0.074 0.189 0.10
```

Calculated values
Energy above the lowest of the compared OMol25 structures with the same formula, charge and spin (kcal/mol): 0.0
Charge: +1
E (hartree): -268.3105
Gap between HOMO and LUMO (eV): 7.5

=====

The following is a DFT calculation (the ωB97M-V functional and the def2-TZVPD basis) of a 2-piece molecular cluster, C2H6O3 overall at a distorted geometry.

Structure (XYZ):
```
11
Properties=species:S:1:pos:R:3:nbo_charge:R:1
O -3.347 -0.060 -0.128 -0.52
C -2.272 -0.417 0.237 0.64
O -2.028 -1.337 1.212 -0.74
H -1.357 -0.260 -0.373 0.12
H -1.912 -0.934 2.078 0.50
C 2.135 0.231 -0.367 -0.25
O 0.846 0.838 -0.715 -0.77
H 2.863 1.038 -0.450 0.18
H 2.263 -0.735 -0.855 0.18
H 1.954 0.071 0.690 0.18
H 0.855 1.564 -1.329 0.47
```

Calculated values
Energy above the lowest of the compared OMol25 structures with the same formula, charge and spin (kcal/mol): 46.9
E (hartree): -305.4778
Gap between HOMO and LUMO (eV): 11.3
SMILES string: O=CO.CO

=====

The following is a DFT calculation (the ωB97M-V functional and the def2-TZVPD basis) of a 2-piece molecular cluster, C2H6O3 overall at a distorted geometry.

Structure (XYZ):
```
11
Properties=species:S:1:pos:R:3:nbo_charge:R:1
O -0.334 -3.237 2.192 -0.51
C -0.658 -2.517 1.311 0.66
O 0.173 -1.650 0.663 -0.76
H -1.625 -2.500 0.779 0.10
H 0.733 -2.041 -0.020 0.51
C 0.120 1.666 -0.838 -0.24
O 1.200 2.565 -0.719 -0.72
H 0.474 0.635 -0.741 0.18
H -0.367 1.742 -1.812 0.16
H -0.593 1.856 -0.025 0.16
H 0.878 3.481 -0.789 0.47
```

Calculated values
Energy above the lowest of the compared OMol25 structures with the same formula, charge and spin (kcal/mol): 43.0
E (hartree): -305.4840
Gap between HOMO and LUMO (eV): 11.0
SMILES string: O=CO.CO

=====

The highest energy above the lowest of the compared OMol25 structures with the same formula, charge and spin belongs to which entry? number 2

=====

Which formula does entry 1 have? C2H6O2Y

=====

Please write out number 3 again, unchanged.
The following is a DFT calculation (the ωB97M-V functional and the def2-TZVPD basis) of a 2-piece molecular cluster, C2H6O3 overall at a distorted geometry.

Structure (XYZ):
```
11
Properties=species:S:1:pos:R:3:nbo_charge:R:1
O -0.334 -3.237 2.192 -0.51
C -0.658 -2.517 1.311 0.66
O 0.173 -1.650 0.663 -0.76
H -1.625 -2.500 0.779 0.10
H 0.733 -2.041 -0.020 0.51
C 0.120 1.666 -0.838 -0.24
O 1.200 2.565 -0.719 -0.72
H 0.474 0.635 -0.741 0.18
H -0.367 1.742 -1.812 0.16
H -0.593 1.856 -0.025 0.16
H 0.878 3.481 -0.789 0.47
```

Calculated values
Energy above the lowest of the compared OMol25 structures with the same formula, charge and spin (kcal/mol): 43.0
E (hartree): -305.4840
Gap between HOMO and LUMO (eV): 11.0
SMILES string: O=CO.CO

=====

Which value of gap between HOMO and LUMO does entry 1 give? 7.5 eV